[1]
ORCA calculation (ωB97M-V/def2-TZVPD) on a molecular structure, C85H203N11O37.

- LUMO energy (eV) = -3.270
- E (eV) = -183556.1286
- net charge = +2

Element x y z (Å)
C  -7.030  1.760  -5.305
N  -5.662  2.510  -5.577
C  -5.006  2.835  -4.185
C  -4.692  1.534  -6.311
C  -5.965  3.681  -6.469
C  -6.575  4.943  -5.785
O  -5.631  5.767  -4.990
H  -7.372  1.642  -6.334
H  -7.658  2.348  -4.637
H  -6.711  0.837  -4.822
H  -5.840  3.207  -3.590
H  -4.063  3.379  -4.236
H  -4.774  1.934  -3.618
H  -4.646  0.577  -5.791
H  -3.711  2.006  -6.250
H  -5.125  1.245  -7.268
H  -6.762  3.290  -7.101
H  -5.112  4.113  -6.993
H  -7.303  4.516  -5.096
H  -7.216  5.474  -6.489
H  -6.170  6.171  -4.307
C  -3.411  4.232  5.699
N  -2.591  2.899  5.689
C  -2.397  2.522  4.221
C  -1.110  3.092  6.205
C  -3.281  1.739  6.405
C  -3.360  1.887  7.981
O  -2.143  1.417  8.489
H  -2.968  4.857  4.923
H  -3.290  4.658  6.695
H  -4.441  4.030  5.405
H  -1.652  1.728  4.250
H  -2.064  3.401  3.668
H  -3.271  2.067  3.755
H  -1.028  3.542  7.195
H  -0.630  3.866  5.607
H  -0.564  2.149  6.196
H  -2.723  0.830  6.181
H  -4.158  1.472  5.815
H  -4.210  1.382  8.439
H  -3.436  2.936  8.267
H  -1.777  2.229  8.847
C  -0.399  -1.259  5.355
N  0.441  -2.510  4.808
C  -0.447  -3.449  4.000
C  1.551  -1.992  3.850
C  1.191  -3.193  6.027
C  1.353  -4.728  5.949
O  2.079  -5.157  4.808
H  -1.141  -1.385  6.143
H  -0.978  -0.876  4.514
H  0.266  -0.397  5.414
H  0.238  -4.018  3.371
H  -1.024  -2.818  3.324
H  -1.040  -3.940  4.771
H  1.945  -1.093  4.324
H  1.178  -1.751  2.854
H  2.353  -2.729  3.806
H  0.612  -3.084  6.944
H  2.095  -2.603  6.175
H  0.478  -5.343  6.159
H  1.986  -4.994  6.796
H  1.518  -5.652  4.207
C  -1.332  -2.944  -7.563
N  -0.989  -3.440  -6.128
C  -1.758  -4.858  -5.951
C  0.485  -3.887  -6.090
C  -1.320  -2.407  -4.966
C  -2.672  -1.632  -5.240
O  -3.689  -2.608  -5.199
H  -1.092  -3.672  -8.338
H  -0.842  -1.977  -7.679
H  -2.415  -2.832  -7.512
H  -1.544  -5.069  -4.903
H  -1.390  -5.494  -6.756
H  -2.830  -4.697  -6.070
H  0.603  -4.441  -5.159
H  1.090  -2.985  -6.185
H  0.604  -4.394  -7.048
H  -0.562  -1.631  -5.070
H  -1.107  -2.815  -3.978
H  -2.778  -1.099  -6.185
H  -2.850  -0.864  -4.487
H  -4.284  -2.379  -4.481
C  2.704  -2.188  0.350
C  1.934  -1.169  -0.465
C  0.713  -0.538  0.335
N  -0.199  0.447  -0.426
C  0.586  1.704  -0.965
C  -1.312  0.968  0.465
C  -2.411  1.490  -0.404
C  -2.281  0.611  -1.675
C  -1.037  -0.328  -1.530
H  1.980  -2.988  0.512
H  3.054  -1.842  1.322
H  3.599  -2.453  -0.212
H  1.498  -1.531  -1.396
H  2.663  -0.410  -0.747
H  1.095  0.093  1.137
H  0.070  -1.339  0.700
H  1.437  1.365  -1.555
H  0.862  2.227  -0.049
H  -0.138  2.249  -1.571
H  -0.922  1.607  1.258
H  -1.606  0.111  1.070
H  -2.422  2.533  -0.722
H  -3.376  1.260  0.047
H  -2.432  1.006  -2.679
H  -3.142  -0.055  -1.617
H  -0.337  -0.546  -2.338
H  -1.124  -1.277  -1.003
C  2.862  5.960  -6.222
C  1.987  5.016  -5.413
N  1.128  5.661  -4.217
C  2.199  5.920  -3.139
C  0.532  7.075  -4.640
C  -0.308  6.995  -5.935
C  -0.071  4.784  -3.821
C  -0.859  5.217  -2.495
O  -1.635  6.392  -2.682
C  -2.812  6.228  -3.376
H  2.324  6.758  -6.734
H  3.263  5.471  -7.110
H  3.670  6.521  -5.751
H  2.603  4.190  -5.059
H  1.233  4.579  -6.068
H  2.368  4.896  -2.805
H  1.837  6.677  -2.442
H  3.101  6.408  -3.507
H  1.416  7.704  -4.752
H  -0.019  7.421  -3.766
H  -1.225  6.405  -5.923
H  0.281  6.631  -6.777
H  -0.601  7.946  -6.379
H  0.142  3.715  -3.816
H  -0.870  4.741  -4.561
H  -0.126  5.328  -1.696
H  -1.464  4.374  -2.162
H  -2.643  5.988  -4.426
H  -3.490  7.074  -3.267
H  -3.415  5.424  -2.953
C  8.343  -3.667  4.250
C  7.245  -3.801  3.193
N  5.912  -4.418  3.607
C  4.916  -4.301  2.434
C  6.085  -5.942  3.919
C  4.709  -6.711  4.388
C  5.400  -3.747  4.956
C  5.224  -2.264  5.020
O  4.431  -1.642  3.980
C  4.336  -0.193  4.122
H  9.288  -3.158  4.058
H  8.711  -4.630  4.605
H  7.876  -3.180  5.105
H  7.554  -4.525  2.439
H  6.926  -2.866  2.732
H  3.908  -4.440  2.823
H  4.992  -5.129  1.728
H  4.994  -3.258  2.127
H  6.865  -6.069  4.670
H  6.392  -6.470  3.016
H  3.907  -6.888  3.671
H  4.333  -6.216  5.284
H  5.109  -7.677  4.696
H  6.087  -4.093  5.728
H  4.509  -4.228  5.361
H  6.225  -1.836  4.958
H  4.840  -2.076  6.022
H  3.777  0.165  3.258
H  5.350  0.203  4.185
H  3.813  0.057  5.045
C  -3.139  -3.571  -1.004
C  -4.084  -4.255  0.014
N  -3.558  -5.521  0.705
C  -2.442  -5.085  1.741
C  -4.734  -6.011  1.472
C  -4.535  -7.280  2.380
C  -2.943  -6.652  -0.256
C  -3.814  -7.078  -1.395
O  -4.164  -8.430  -1.135
C  -5.246  -8.880  -2.027
H  -2.333  -3.062  -0.474
H  -3.707  -2.887  -1.633
H  -2.761  -4.374  -1.637
H  -4.920  -4.631  -0.574
H  -4.592  -3.541  0.663
H  -1.901  -6.016  1.908
H  -2.885  -4.767  2.685
H  -1.742  -4.383  1.288
H  -5.474  -6.350  0.747
H  -5.061  -5.276  2.207
H  -3.613  -7.181  2.953
H  -4.363  -8.176  1.783
H  -5.378  -7.471  3.044
H  -2.695  -7.494  0.390
H  -1.932  -6.275  -0.413
H  -3.217  -6.867  -2.282
H  -4.687  -6.456  -1.592
H  -6.157  -8.282  -2.049
H  -5.743  -9.771  -1.646
H  -4.883  -8.864  -3.055
C  -4.828  3.663  0.804
C  -5.279  2.893  2.062
N  -6.767  2.568  2.146
C  -7.171  1.426  1.219
C  -6.986  2.102  3.702
C  -8.484  1.593  3.918
C  -7.637  3.827  1.885
C  -7.437  4.988  2.963
O  -6.153  5.493  3.134
C  -6.022  6.837  3.801
H  -3.771  3.844  1.000
H  -5.137  4.708  0.791
H  -4.950  3.104  -0.124
H  -4.940  3.426  2.950
H  -4.695  1.973  2.064
H  -8.170  1.544  0.800
H  -7.034  0.474  1.733
H  -6.494  1.577  0.378
H  -6.815  3.058  4.197
H  -6.234  1.385  4.031
H  -9.165  2.432  3.773
H  -8.700  1.097  4.864
H  -8.794  0.822  3.211
H  -8.650  3.428  1.832
H  -7.426  4.234  0.896
H  -7.928  4.766  3.910
H  -7.877  5.873  2.502
H  -6.107  6.676  4.875
H  -6.790  7.548  3.494
H  -5.053  7.336  3.784
C  5.940  -0.799  -2.620
C  4.395  -0.760  -3.039
N  4.140  -0.704  -4.631
C  2.674  -1.061  -4.873
C  4.505  0.771  -5.177
C  4.423  0.952  -6.716
C  4.941  -1.745  -5.432
C  4.583  -3.203  -5.173
O  4.609  -3.512  -3.785
C  3.917  -4.747  -3.410
H  6.201  -1.857  -2.613
H  5.932  -0.544  -1.560
H  6.635  -0.250  -3.255
H  4.127  0.206  -2.610
H  3.822  -1.515  -2.502
H  2.487  -1.414  -5.887
H  2.017  -0.221  -4.647
H  2.332  -1.837  -4.188
H  5.455  1.041  -4.717
H  3.788  1.417  -4.670
H  5.232  0.488  -7.281
H  4.352  2.018  -6.930
H  3.602  0.513  -7.282
H  5.969  -1.642  -5.085
H  4.955  -1.445  -6.480
H  5.433  -3.746  -5.584
H  3.655  -3.542  -5.632
H  4.185  -5.535  -4.114
H  2.842  -4.580  -3.344
H  4.228  -5.076  -2.418
C  5.704  4.056  6.187
C  6.059  4.763  4.893
N  6.055  3.889  3.636
C  4.561  3.365  3.599
C  6.432  4.687  2.431
C  5.558  5.928  2.099
C  7.024  2.683  3.901
C  7.228  1.697  2.709
O  6.019  1.487  1.958
C  6.180  0.191  1.278
H  6.442  3.319  6.504
H  4.697  3.641  6.222
H  5.830  4.747  7.020
H  7.121  4.972  5.023
H  5.590  5.735  4.735
H  4.038  4.262  3.928
H  4.303  2.560  4.288
H  4.354  3.161  2.549
H  6.395  3.926  1.652
H  7.449  5.051  2.578
H  5.430  6.735  2.820
H  4.635  5.586  1.629
H  6.009  6.458  1.260
H  6.409  2.098  4.584
H  7.984  3.095  4.212
H  7.554  0.739  3.114
H  8.017  1.977  2.010
H  6.709  0.383  0.344
H  5.164  -0.130  1.051
H  6.640  -0.690  1.724
O  -4.952  -0.374  2.081
C  -3.907  -0.835  2.744
O  -3.549  -0.383  3.871
O  -3.394  -1.934  2.363
H  -4.742  -0.857  1.279
O  6.626  -6.412  -1.925
C  6.908  -5.316  -1.176
O  7.055  -4.230  -1.708
O  7.060  -5.551  0.018
H  6.498  -6.138  -2.836
O  0.295  6.167  1.382
C  -0.633  5.317  1.861
O  -1.414  5.652  2.796
O  -0.609  4.164  1.333
H  0.638  5.514  0.768
O  -0.687  0.497  -6.458
C  -0.489  1.520  -5.567
O  -1.270  1.732  -4.697
O  0.655  1.990  -5.616
H  0.029  0.911  -6.947
O  1.542  3.324  3.663
C  1.472  2.140  4.176
O  0.911  1.252  3.493
O  1.973  2.012  5.313
H  1.204  3.066  2.802
O  4.985  1.924  -0.915
C  4.364  2.973  -1.457
O  4.289  3.906  -0.615
O  4.192  2.966  -2.694
H  4.899  2.570  -0.210
O  -6.518  -1.818  -1.920
C  -5.771  -0.859  -2.490
O  -5.771  0.204  -1.869
O  -5.258  -1.010  -3.577
H  -6.787  -1.064  -1.389
O  1.545  -5.498  1.544
C  0.849  -6.582  1.970
O  0.245  -7.233  1.035
O  0.546  -6.716  3.155
H  1.578  -5.568  0.587
O  1.142  -5.462  -1.184
C  0.104  -5.009  -1.768
O  -0.545  -5.746  -2.464
O  -0.116  -3.784  -1.733
H  1.073  -6.390  -1.422

Atom charges from the Löwdin analysis, given in e for atoms 1 to 6:
1. C 0.068
2. N -0.293
3. C 0.039
4. C 0.041
5. C -0.110
6. C -0.176



[2]
ORCA calculation (ωB97M-V/def2-TZVPD) on C7H17NO in the gas phase.

- LUMO energy (eV) = 0.853
- energy above the lowest of the compared OMol25 structures with the same formula, charge and spin (kcal/mol) = 23.9
- E (eV) = -11072.1023
- SMILES string = C[C@@H](N(C)C)C(C)(C)O

Element x y z (Å)
C  0.272  1.755  0.556
C  0.113  0.474  -0.280
N  1.227  -0.454  -0.150
C  1.560  -0.831  1.208
C  2.404  -0.071  -0.895
C  -1.244  -0.249  -0.006
C  -2.393  0.550  -0.638
C  -1.220  -1.653  -0.611
O  -1.497  -0.413  1.381
H  1.227  2.223  0.326
H  0.249  1.533  1.621
H  -0.513  2.470  0.324
H  0.088  0.762  -1.338
H  2.178  -1.730  1.175
H  0.648  -1.054  1.753
H  2.122  -0.053  1.747
H  2.130  0.143  -1.927
H  2.926  0.806  -0.480
H  3.101  -0.909  -0.890
H  -2.268  0.616  -1.715
H  -2.446  1.558  -0.232
H  -3.336  0.048  -0.427
H  -0.453  -2.248  -0.131
H  -1.008  -1.597  -1.674
H  -2.185  -2.128  -0.457
H  -1.682  0.452  1.761

Atom charges from the natural (NBO) analysis, given in e for atoms 1 to 6:
1. C -0.651
2. C -0.052
3. N -0.453
4. C -0.433
5. C -0.401
6. C 0.253



[3]
ORCA calculation (ωB97M-V/def2-TZVPD) on a molecular structure, C25H30N5RuS5.

- LUMO energy (alpha / beta) (eV) = 3.527 / 3.541
- multiplicity = 2
- energy above the lowest of the compared OMol25 structures with the same formula, charge and spin (kcal/mol) = 58.1
- E (eV) = -90619.6790
- expectation value of S² = 0.7863
- net charge = -2

Element x y z (Å)
Ru  0.394  -1.278  -0.525
C  4.939  -3.758  -2.790
S  4.767  -3.699  -0.978
C  3.172  -2.908  -0.805
S  2.733  -1.699  -1.944
N  2.558  -3.290  0.264
N  1.384  -2.764  0.581
C  0.824  -3.184  1.727
C  -0.515  -2.911  1.994
C  -1.197  -3.328  3.171
C  -2.526  -3.051  3.318
C  -3.211  -2.358  2.303
C  -2.487  -1.980  1.187
N  -1.209  -2.234  1.021
H  5.945  -3.442  -3.053
H  4.208  -3.051  -3.179
H  4.741  -4.767  -3.143
H  1.423  -3.775  2.415
H  -0.640  -3.873  3.924
H  -3.063  -3.357  4.213
H  -4.267  -2.142  2.386
H  -2.971  -1.453  0.370
S  -0.678  -2.884  -2.078
C  -1.752  -1.908  -3.026
C  -2.628  -2.540  -3.910
C  -3.482  -1.816  -4.715
C  -3.471  -0.428  -4.669
C  -2.616  0.217  -3.799
C  -1.762  -0.501  -2.965
S  -0.724  0.368  -1.876
H  -2.612  -3.620  -3.945
H  -4.152  -2.331  -5.393
H  -4.121  0.148  -5.316
H  -2.592  1.297  -3.760
C  3.161  2.020  1.028
C  2.557  0.670  1.446
C  3.608  -0.414  1.190
C  2.277  0.712  2.949
C  1.276  0.415  0.624
H  4.069  2.216  1.603
H  2.448  2.826  1.207
H  3.421  1.995  -0.030
H  4.553  -0.150  1.668
H  3.783  -0.530  0.124
H  3.278  -1.371  1.585
H  3.211  0.832  3.501
H  1.792  -0.211  3.266
H  1.621  1.546  3.192
H  1.227  1.197  -0.150
C  -3.333  3.500  -1.217
C  -2.323  3.553  -0.122
C  -1.800  4.683  0.428
C  -0.782  4.580  1.404
N  -0.279  3.363  1.743
C  -0.795  2.304  1.229
S  -0.250  0.672  1.627
N  -1.910  2.317  0.389
C  -0.193  5.773  2.091
H  -3.574  4.501  -1.570
H  -4.248  3.014  -0.872
H  -2.944  2.910  -2.048
H  -2.146  5.656  0.105
H  -1.991  1.500  -0.215
H  -0.844  6.639  1.966
H  0.800  6.019  1.702
H  -0.081  5.565  3.155

Atom charges from the natural (NBO) analysis, given in e for atoms 1 to 6:
1. Ru 0.308
2. C -0.761
3. S 0.167
4. C -0.110
5. S -0.286
6. N -0.384



[4]
ORCA calculation (ωB97M-V/def2-TZVPD) on a gas-phase ion, C3H9N2O (charge +1).

- LUMO energy (eV) = -5.200
- energy above the lowest of the compared OMol25 structures with the same formula, charge and spin (kcal/mol) = 100.3
- E (eV) = -8274.7264
- net charge = +1
- SMILES string = CC(C)([NH3+])N=O

Element x y z (Å)
C  -0.697  -1.399  -0.178
C  0.094  -0.104  -0.038
C  0.487  0.659  -1.272
N  -0.530  0.822  0.996
N  1.506  -0.521  0.711
O  1.740  0.168  1.663
H  -0.525  -2.189  0.572
H  -0.238  -1.865  -1.010
H  -1.695  -1.268  -0.443
H  1.125  0.180  -1.985
H  -0.222  0.917  -2.040
H  1.040  1.609  -0.916
H  0.311  1.106  1.502
H  -1.191  1.629  0.789
H  -1.205  0.254  1.649

Atom charges from the natural (NBO) analysis, given in e for atoms 1 to 6:
1. C -0.676
2. C 0.186
3. C -0.693
4. N -0.745
5. N 0.250
6. O -0.237



Copy entry 3 word for word.
ORCA calculation (ωB97M-V/def2-TZVPD) on a molecular structure, C25H30N5RuS5.

- LUMO energy (alpha / beta) (eV) = 3.527 / 3.541
- multiplicity = 2
- energy above the lowest of the compared OMol25 structures with the same formula, charge and spin (kcal/mol) = 58.1
- E (eV) = -90619.6790
- expectation value of S² = 0.7863
- net charge = -2

Element x y z (Å)
Ru  0.394  -1.278  -0.525
C  4.939  -3.758  -2.790
S  4.767  -3.699  -0.978
C  3.172  -2.908  -0.805
S  2.733  -1.699  -1.944
N  2.558  -3.290  0.264
N  1.384  -2.764  0.581
C  0.824  -3.184  1.727
C  -0.515  -2.911  1.994
C  -1.197  -3.328  3.171
C  -2.526  -3.051  3.318
C  -3.211  -2.358  2.303
C  -2.487  -1.980  1.187
N  -1.209  -2.234  1.021
H  5.945  -3.442  -3.053
H  4.208  -3.051  -3.179
H  4.741  -4.767  -3.143
H  1.423  -3.775  2.415
H  -0.640  -3.873  3.924
H  -3.063  -3.357  4.213
H  -4.267  -2.142  2.386
H  -2.971  -1.453  0.370
S  -0.678  -2.884  -2.078
C  -1.752  -1.908  -3.026
C  -2.628  -2.540  -3.910
C  -3.482  -1.816  -4.715
C  -3.471  -0.428  -4.669
C  -2.616  0.217  -3.799
C  -1.762  -0.501  -2.965
S  -0.724  0.368  -1.876
H  -2.612  -3.620  -3.945
H  -4.152  -2.331  -5.393
H  -4.121  0.148  -5.316
H  -2.592  1.297  -3.760
C  3.161  2.020  1.028
C  2.557  0.670  1.446
C  3.608  -0.414  1.190
C  2.277  0.712  2.949
C  1.276  0.415  0.624
H  4.069  2.216  1.603
H  2.448  2.826  1.207
H  3.421  1.995  -0.030
H  4.553  -0.150  1.668
H  3.783  -0.530  0.124
H  3.278  -1.371  1.585
H  3.211  0.832  3.501
H  1.792  -0.211  3.266
H  1.621  1.546  3.192
H  1.227  1.197  -0.150
C  -3.333  3.500  -1.217
C  -2.323  3.553  -0.122
C  -1.800  4.683  0.428
C  -0.782  4.580  1.404
N  -0.279  3.363  1.743
C  -0.795  2.304  1.229
S  -0.250  0.672  1.627
N  -1.910  2.317  0.389
C  -0.193  5.773  2.091
H  -3.574  4.501  -1.570
H  -4.248  3.014  -0.872
H  -2.944  2.910  -2.048
H  -2.146  5.656  0.105
H  -1.991  1.500  -0.215
H  -0.844  6.639  1.966
H  0.800  6.019  1.702
H  -0.081  5.565  3.155

Atom charges from the natural (NBO) analysis, given in e for atoms 1 to 6:
1. Ru 0.308
2. C -0.761
3. S 0.167
4. C -0.110
5. S -0.286
6. N -0.384